ORCA calculation (ωB97M-V/def2-TZVPD) on a cluster of 6 separate species, C36H86N2 in total in a non-equilibrium geometry.

Its highest occupied orbital energy is -8.0 eV. As for the energy above the lowest of the compared OMol25 structures with the same formula, charge and spin: 12.65 kcal/mol. As for the SMILES: CCN(CC)CC.CCN(CC)CC.CCCCCC.CCCCCC.CCCCCC.CCCCCC. Its net charge is 0. The value obtained for the LUMO energy is 0.02610 Eh. The strongest force on any atom comes out at 0.23781 Eh/bohr.

Structure (XYZ):
```
124
C36H86N2, DFT ωB97M-V/def2-TZVPD
C -3.107 -0.431 2.355
C -4.155 -1.322 3.009
N -3.915 -1.720 4.419
C -4.199 -0.634 5.395
C -5.682 -0.500 5.851
C -4.304 -3.051 4.823
C -3.483 -4.181 4.190
H -2.920 0.641 2.798
H -2.924 -0.528 1.229
H -2.020 -1.022 2.656
H -4.288 -2.205 2.358
H -5.098 -0.859 3.000
H -3.712 0.377 5.078
H -3.428 -0.911 6.290
H -5.803 0.117 6.696
H -6.206 -1.327 5.960
H -6.322 -0.044 4.958
H -5.302 -3.096 4.661
H -4.294 -3.245 5.858
H -2.391 -4.023 4.685
H -3.398 -4.145 3.103
H -3.948 -5.308 4.338
C 6.270 -2.024 -3.650
C 5.540 -2.763 -2.632
N 5.496 -2.010 -1.290
C 4.568 -1.046 -1.134
C 3.106 -1.422 -0.985
C 5.750 -2.964 -0.194
C 6.291 -2.305 1.179
H 6.265 -2.483 -4.721
H 7.424 -1.909 -3.486
H 5.568 -1.109 -3.741
H 6.116 -3.741 -2.529
H 4.425 -3.117 -2.609
H 4.546 -0.154 -1.827
H 4.781 -0.587 -0.203
H 2.667 -0.449 -0.780
H 2.783 -1.897 -0.079
H 2.563 -1.867 -1.964
H 6.620 -3.644 -0.414
H 4.905 -3.471 0.081
H 6.243 -3.166 1.971
H 5.560 -1.572 1.629
H 7.208 -1.890 1.260
C -3.945 1.313 -1.681
C -2.629 1.915 -2.232
C -1.382 0.967 -2.577
C -0.802 0.426 -1.228
C 0.198 1.428 -0.610
C 0.356 0.965 0.946
H -3.705 0.732 -0.807
H -4.495 0.685 -2.403
H -4.570 2.111 -1.268
H -2.447 2.929 -1.855
H -2.849 2.414 -3.154
H -0.617 1.407 -3.112
H -1.807 0.215 -3.131
H -0.023 -0.324 -1.587
H -1.519 -0.062 -0.607
H -0.112 2.471 -0.680
H 1.138 1.325 -1.070
H 0.530 -0.066 1.078
H -0.368 1.168 1.641
H 1.091 1.676 1.328
C -2.443 6.875 -0.457
C -1.583 6.975 0.814
C -0.929 5.622 1.253
C 0.179 5.780 2.293
C 0.722 4.437 2.675
C 2.058 4.562 3.563
H -2.647 7.863 -0.795
H -3.316 6.242 -0.165
H -1.839 6.241 -1.120
H -2.044 7.283 1.785
H -0.752 7.769 0.868
H -0.466 5.090 0.249
H -1.696 4.919 1.521
H -0.261 6.379 3.235
H 1.210 6.487 1.895
H 0.816 3.933 1.776
H -0.178 3.779 3.115
H 1.956 4.946 4.470
H 2.901 5.007 2.862
H 2.529 3.652 3.893
C 0.535 -1.226 -4.659
C 1.974 -0.582 -4.798
C 2.043 0.951 -4.363
C 3.395 1.446 -4.692
C 3.439 2.938 -4.375
C 3.560 3.455 -2.847
H 0.734 -2.168 -5.376
H -0.392 -0.642 -4.926
H 0.185 -1.419 -3.532
H 2.044 -0.733 -5.860
H 2.727 -1.198 -4.635
H 1.864 1.070 -3.278
H 1.256 1.515 -4.778
H 3.633 1.275 -5.716
H 3.966 0.825 -3.915
H 2.504 3.415 -4.834
H 4.143 3.587 -4.925
H 3.344 4.561 -2.934
H 4.446 3.179 -2.570
H 2.893 3.166 -2.139
C 0.634 -2.943 2.030
C -0.162 -3.048 0.795
C -1.524 -3.627 0.907
C -2.334 -3.916 -0.292
C -3.649 -4.677 -0.025
C -4.405 -4.983 -1.415
H 0.177 -2.286 2.786
H 1.733 -2.690 1.866
H 0.621 -3.931 2.523
H 0.346 -3.626 -0.012
H -0.609 -2.179 0.492
H -2.016 -3.133 1.747
H -1.361 -4.589 1.369
H -1.556 -4.329 -0.955
H -2.477 -3.161 -0.750
H -4.544 -3.985 0.530
H -3.286 -5.613 0.413
H -4.809 -4.252 -1.728
H -5.354 -5.703 -1.209
H -3.806 -5.284 -2.236
```